{"formula": "C2H2F3N2", "method": "the ωB97M-V functional and the def2-TZVPD basis", "charge": 1, "largest_force_ev_per_a": 5.35, "energy_ev": -13227.66750, "e_above_lowest_kcal_mol": 32.5, "homo_energy_ev": -16.9, "species": ["C", "C", "N", "N", "F", "F", "F", "H", "H"], "positions_angstrom": [[-0.33015, -0.72073, -0.29764], [1.29735, 0.00698, -0.17407], [-1.99492, 0.87213, 0.32593], [-1.25314, 0.04143, 0.07795], [1.84607, -0.06309, -1.36107], [1.02808, 1.24786, 0.12086], [1.97747, -0.69372, 0.67617], [-0.14743, -1.75016, -0.70843], [-2.42333, 1.05929, 1.34031]], "forces_ev_per_angstrom": [[2.8649, 0.9968, 0.1690], [-2.9755, -0.9257, -1.3043], [-3.4525, 3.3609, 2.0560], [3.2115, -4.2190, -0.7370], [-0.1468, -0.1428, 0.0183], [0.7712, 0.5004, 0.8454], [-0.0264, 0.4253, 0.5453], [-1.5937, 0.9262, 0.4766], [1.3473, -0.9222, -2.0693]], "mulliken_charge": [-0.10, 0.80, -0.54, 0.56, -0.16, -0.20, -0.14, 0.39, 0.40]}

=====

{"formula": "C2H2F3NO", "method": "the ωB97M-V functional and the def2-TZVPD basis", "largest_force_ev_per_a": 5.54, "energy_ev": -13790.11154, "e_above_lowest_kcal_mol": 161.2, "homo_energy_ev": [-9.4, -9.2], "species": ["C", "C", "N", "O", "F", "F", "F", "H", "H"], "positions_angstrom": [[0.18367, -0.03720, 0.58784], [-1.81391, -2.28395, -1.21493], [-0.22053, -0.69883, 1.68724], [-1.00277, -0.71271, 0.65568], [-2.77545, -3.06382, -0.69777], [-2.33636, -1.35616, -1.98043], [-0.76961, -2.82768, -1.80494], [0.10979, 0.96848, 0.67262], [0.91218, -0.60531, -0.00280]], "forces_ev_per_angstrom": [[2.9155, -1.3845, -2.4610], [-0.2523, 0.8408, 1.2504], [0.5855, -1.9093, 5.1626], [-3.8618, -0.6692, -1.7755], [1.0731, -0.1676, -1.0091], [-0.3029, 0.0502, -0.3946], [-0.5615, -0.9468, -0.0873], [0.2373, 3.1872, -0.5149], [0.1671, 0.9992, -0.1705]], "mulliken_charge": [0.10, 0.59, -0.43, -0.13, -0.19, -0.21, -0.18, 0.27, 0.19]}

=====

{"formula": "C2H2F3NO", "method": "the ωB97M-V functional and the def2-TZVPD basis", "largest_force_ev_per_a": 2.53, "energy_ev": -13793.13947, "e_above_lowest_kcal_mol": 91.3, "homo_energy_ev": [-10.1, -10.1], "species": ["C", "C", "N", "O", "F", "F", "F", "H", "H"], "positions_angstrom": [[0.27650, -0.34091, -0.59832], [-0.73192, 0.30646, 0.31292], [1.48202, -0.47660, 0.22044], [1.76020, 0.49829, 0.84650], [-0.15365, -1.57346, -1.07215], [-1.13256, -0.51189, 1.33694], [-1.70266, 0.77661, -0.42647], [0.32466, 0.31879, -1.51959], [-0.12259, 1.00271, 0.89974]], "forces_ev_per_angstrom": [[-1.3404, -0.0200, -1.4284], [1.8867, -0.3050, 1.6561], [1.0526, -1.1344, -0.3284], [0.3759, 0.1807, -0.1734], [0.7256, 0.6157, 0.6820], [-0.8719, -0.5509, -0.8146], [-1.6941, 0.5718, -0.0151], [0.6921, -0.5158, 1.1923], [-0.8267, 1.1579, -0.7704]], "mulliken_charge": [0.33, 0.09, 0.02, -0.30, -0.27, -0.26, -0.23, 0.28, 0.34]}

=====

{"formula": "C2H2F6P2", "method": "the ωB97M-V functional and the def2-TZVPD basis", "largest_force_ev_per_a": 4.06, "energy_ev": -36985.17566, "e_above_lowest_kcal_mol": 64.7, "homo_energy_ev": [-8.8, -9.6], "species": ["C", "C", "F", "F", "F", "F", "F", "F", "P", "P", "H", "H"], "positions_angstrom": [[0.46326, 1.65873, -0.01046], [-1.73190, -1.33483, 0.28609], [1.42210, 2.54651, -0.32779], [-0.11512, 2.27188, 1.02433], [-0.38739, 1.59585, -1.07174], [-1.49509, -2.53145, 0.65051], [-1.95241, -0.49698, 1.27475], [-2.83609, -1.32916, -0.55848], [1.36033, 0.08618, 0.52901], [0.92324, -0.94685, -1.24388], [2.71468, 0.39555, 0.24134], [1.63439, -1.91542, -0.79369]], "forces_ev_per_angstrom": [[1.2005, 1.2271, -0.0656], [-1.6487, 1.4654, -2.4810], [0.6678, 0.4130, -1.0434], [-1.3186, -0.5620, 0.2576], [0.3359, -0.1727, 1.1714], [0.3150, -1.5317, 0.9480], [0.2211, -0.1864, 0.1093], [1.6388, 0.1356, 1.0949], [-0.5352, -0.0658, 0.8660], [-2.7826, 2.0624, -1.9450], [-0.2194, 0.4590, -0.1159], [2.1253, -3.2438, 1.2035]], "mulliken_charge": [0.74, 0.48, -0.25, -0.23, -0.22, -0.15, -0.16, -0.24, -0.14, 0.03, 0.11, 0.04]}